No. 1
Entry from the OMol25 dataset: 2 unconnected molecules or ions with the total composition C2H8NO2 (the ωB97M-V functional and the def2-TZVPD basis).

Each line ends with the natural charge from an NBO analysis.
Geometry (Å):
C 2.455 -0.216 -0.043  -0.235
O 1.613 0.847 -0.396  -0.822
H 3.266 0.109 0.615  0.126
H 2.908 -0.674 -0.925  0.127
H 1.874 -1.044 0.402  0.155
N -2.201 -1.095 -0.097  -0.886
C -1.509 0.214 -0.206  0.115
O -0.571 0.424 0.756  -0.929
H -2.710 -1.053 0.791  0.323
H -1.464 -1.740 0.192  0.335
H -2.325 0.971 -0.151  0.082
H -1.061 0.253 -1.215  0.103
H 0.702 0.705 0.156  0.507

Properties
Calculated total energy, hartree: -286.2337
Kohn-Sham gap, hartree: 0.292
Energy above the lowest of the compared OMol25 structures with the same formula, charge and spin, kcal/mol: 8.5
Highest occupied orbital energy, eV: -3.5
Total charge: -1

=====

No. 2
Entry from the OMol25 dataset: 2 unconnected molecules or ions with the total composition C2H8NO2 at a distorted geometry (the ωB97M-V functional and the def2-TZVPD basis).

Each line ends with the natural charge from an NBO analysis.
Geometry (Å):
C -0.236 -0.959 -2.096  -0.402
N 1.141 -0.535 -1.598  -0.731
H -0.093 -1.283 -3.088  0.232
H -0.841 -0.084 -2.231  0.232
H -0.631 -1.551 -1.301  0.232
H 1.088 -0.327 -0.466  0.498
H 1.705 -1.401 -1.511  0.423
H 1.673 0.083 -2.251  0.448
O 0.642 0.438 0.866  -0.641
C -0.199 0.475 1.800  0.710
O -1.464 0.709 1.521  -0.686
H 0.003 0.417 2.862  0.156
H -1.697 1.617 1.854  0.528

Properties
Calculated total energy, hartree: -285.9608
Kohn-Sham gap, hartree: 0.450
Energy above the lowest of the compared OMol25 structures with the same formula, charge and spin, kcal/mol: 36.2
Highest occupied orbital energy, eV: -15.7
Total charge: +1

=====

No. 3
Entry from the OMol25 dataset: a molecular structure, C2H8NO2P at a distorted geometry (the ωB97M-V functional and the def2-TZVPD basis).

Each line ends with the natural charge from an NBO analysis.
Geometry (Å):
C -2.416 -0.169 0.080  -0.221
C 2.071 -0.320 0.853  -0.276
N 0.017 -0.678 -1.894  -0.991
O -1.252 0.651 0.488  -0.845
O 1.262 0.824 0.818  -0.799
P 0.070 0.878 -0.280  1.746
H -2.603 0.042 -0.925  0.206
H -3.095 0.139 0.861  0.204
H -2.086 -1.164 0.108  0.205
H 2.100 -0.767 1.856  0.187
H 3.162 -0.106 0.622  0.180
H 1.597 -0.930 0.029  0.213
H 0.946 -0.581 -2.208  0.285
H 0.228 2.182 -0.409  -0.096

Properties
Calculated total energy, hartree: -627.4470
Kohn-Sham gap, hartree: 0.323
Energy above the lowest of the compared OMol25 structures with the same formula, charge and spin, kcal/mol: 131.2
Highest occupied orbital energy, eV: -8.1

=====

No. 4
Entry from the OMol25 dataset: 2 unconnected molecules or ions with the total composition C2H8NO2P at a distorted geometry (the ωB97M-V functional and the def2-TZVPD basis).

Each line ends with the natural charge from an NBO analysis.
Geometry (Å):
C 1.675 -0.299 0.118  -0.405
C 0.008 1.359 0.548  -0.427
N 0.403 0.013 0.836  -0.765
O -2.138 -0.265 1.240  -1.062
O -1.409 -0.883 -1.608  -0.913
P -0.912 -1.078 1.092  1.438
H 1.845 0.198 -0.749  0.192
H 2.663 -0.134 0.699  0.195
H 1.528 -1.371 -0.127  0.197
H -0.421 1.696 1.485  0.221
H 0.948 1.945 0.546  0.187
H -0.518 1.364 -0.364  0.208
H -1.367 -1.671 -2.106  0.465
H -2.305 -0.873 -1.610  0.468

Properties
SMILES string: CN(C)P=O.O
Calculated total energy, hartree: -627.5693
Kohn-Sham gap, hartree: 0.355
Energy above the lowest of the compared OMol25 structures with the same formula, charge and spin, kcal/mol: 54.4
Highest occupied orbital energy, eV: -9.2